# 1
Entry from OMol25: a cluster of 8 separate species, C26H60F15N5O6P2S in total in a non-equilibrium geometry (ωB97M-V with the def2-TZVPD basis set).

As for the total energy: -4330.60094 Eh. The orbital gap is 10.423 eV. Its multiplicity is 1. As for the max |F|: 0.0702 Eh/bohr. The charge is +2. For the lowest unoccupied orbital energy, the calculation gives -0.1679 Ha.

Each line ends with the Löwdin charge.
Cartesian coordinates (Å):
C -2.4281 -3.5647 -2.4360  0.036
C -1.9150 -4.1179 -3.7658  -0.379
O -2.4500 -4.8411 -4.5116  0.209
N -0.4295 -3.7303 -3.9562  0.076
H -0.0112 -3.4133 -3.0884  0.056
H 0.0912 -4.5754 -4.1659  0.131
C -0.2543 -2.6638 -5.0804  0.060
H -2.2970 -2.4823 -2.4326  0.071
H -1.7768 -3.8983 -1.6268  0.092
H -3.4145 -3.9865 -2.2482  0.100
H -0.4808 -3.1039 -6.0500  0.107
H 0.8064 -2.4680 -4.9265  0.099
H -0.9003 -1.8395 -4.7817  0.080
C 0.8226 1.7527 -4.9224  0.035
C -0.2394 2.8274 -4.8294  -0.362
O -0.2460 3.9621 -5.2591  0.176
N -1.3491 2.3203 -3.8836  0.075
H -1.0043 1.5996 -3.2536  0.056
H -1.5786 3.1039 -3.2845  0.155
C -2.5895 1.9199 -4.7060  0.054
H 1.3950 2.0322 -5.8065  0.111
H 0.3806 0.7594 -4.9937  0.080
H 1.4309 1.7788 -4.0179  0.077
H -3.3794 1.8946 -3.9561  0.075
H -2.4855 0.9060 -5.0897  0.100
H -2.7285 2.6829 -5.4702  0.110
C 4.3619 -1.7454 0.0485  0.036
C 4.7566 -0.3232 -0.1081  -0.336
O 5.3364 0.4009 0.6673  0.153
N 4.4944 0.3199 -1.5284  0.087
H 4.6291 -0.3324 -2.2910  0.152
H 3.5253 0.6023 -1.6366  0.073
C 5.4637 1.5027 -1.9543  0.062
H 3.8227 -1.8111 0.9932  0.085
H 5.2245 -2.4010 0.1706  0.121
H 3.8186 -2.0913 -0.8307  0.089
H 5.3082 1.5952 -3.0276  0.105
H 6.4750 1.2130 -1.6724  0.098
H 5.1575 2.3270 -1.3123  0.090
C -1.1449 4.0777 2.3957  -0.065
C -2.0602 3.7919 1.1949  -0.202
C -3.3299 2.9288 1.4871  -0.056
N -4.2072 2.5629 0.2317  -0.231
C -4.6203 3.8425 -0.4829  0.028
C -3.3700 1.6352 -0.7431  -0.058
C -3.5446 0.2098 -0.1799  -0.151
C -4.7372 0.2733 0.7074  -0.167
C -5.3408 1.6440 0.6057  -0.095
H -0.4710 4.9146 2.2191  0.097
H -0.5403 3.1752 2.4944  0.045
H -1.7139 4.1524 3.3226  0.082
H -1.3985 3.4719 0.3897  0.090
H -2.4009 4.7824 0.8901  0.108
H -4.0857 3.2293 2.2128  0.137
H -3.0672 1.9346 1.8516  0.115
H -5.3829 3.6502 -1.2373  0.106
H -3.7732 4.2815 -1.0087  0.104
H -5.0192 4.5494 0.2439  0.117
H -3.9364 1.6842 -1.6735  0.114
H -2.3544 2.0144 -0.8461  0.104
H -3.5319 -0.5829 -0.9273  0.120
H -2.6164 0.0473 0.3689  0.094
H -5.3766 -0.5808 0.4858  0.135
H -4.3872 0.0861 1.7231  0.119
H -6.0169 1.6147 -0.2490  0.142
H -5.8453 1.9727 1.5134  0.147
C 0.7284 -4.4775 6.7195  -0.079
C 0.7050 -3.5120 5.5104  -0.197
C 1.3820 -2.0799 5.8438  -0.097
N 1.3001 -0.9525 4.7555  -0.239
C 2.0449 -1.4359 3.5000  0.032
C 1.9291 0.3351 5.4190  -0.064
C 1.1086 1.4957 4.8344  -0.118
C -0.0596 0.8760 3.9740  -0.128
C -0.1593 -0.5931 4.4757  -0.076
H 0.8141 -3.9925 7.6913  0.081
H 1.6295 -5.0694 6.5550  0.079
H -0.0831 -5.2023 6.6692  0.083
H -0.3549 -3.3534 5.3102  0.098
H 1.2361 -3.8728 4.6301  0.098
H 2.4267 -2.1324 6.1488  0.134
H 0.7937 -1.7590 6.7036  0.117
H 1.4944 -2.2646 3.0556  0.101
H 3.0179 -1.8377 3.7814  0.113
H 2.1524 -0.6132 2.7942  0.088
H 3.0173 0.3550 5.3634  0.139
H 1.7637 0.2356 6.4916  0.122
H 1.7098 2.1463 4.1998  0.119
H 0.8194 2.0494 5.7270  0.120
H 0.1090 0.8989 2.8978  0.086
H -0.9270 1.4891 4.2166  0.106
H -0.5251 -1.3051 3.7371  0.128
H -0.6477 -0.6653 5.4468  0.138
C 0.4747 -0.2261 -0.0590  -0.599
F 1.6526 -0.0225 0.4437  0.154
F -0.2333 -1.2364 0.5236  0.114
F -0.1528 0.9408 0.1527  0.101
S 0.6920 -0.5022 -1.9938  0.534
O 1.9800 0.0160 -2.3954  -0.298
O 0.5854 -1.9274 -2.2202  -0.309
O -0.4132 0.1942 -2.5883  -0.333
P 2.0631 -5.3489 -2.0787  0.188
F 3.0197 -4.7991 -0.8459  -0.198
F 2.3757 -4.0007 -3.0110  -0.189
F 3.3672 -5.9644 -2.7551  -0.134
F 1.0383 -6.0043 -3.1685  -0.160
F 1.8854 -6.6714 -1.2015  -0.146
F 0.7865 -4.7257 -1.2801  -0.175
P 1.7474 4.0056 -1.4393  0.124
F 2.7631 2.8150 -1.7178  -0.155
F 1.7835 3.5660 0.0975  -0.165
F 3.0264 4.9014 -1.3794  -0.120
F 0.8942 5.3150 -0.9186  -0.171
F 1.7216 4.3935 -3.0425  -0.153
F 0.4471 3.0448 -1.5399  -0.170

Atoms 1-2, force components in eV/Å:
C 0.449 -0.561 -0.630
C 1.032 0.418 2.406

---

# 2
Entry from OMol25: a structure of composition C26H60I2N2O22S6 (ωB97M-V with the def2-TZVPD basis set).

As for the total energy: -5775.87854 Eh. The orbital gap is 8.658 eV. Its multiplicity is 1. As for the energy above the lowest of the compared OMol25 structures with the same formula, charge and spin: 0.0 kJ/mol. As for the max |F|: 0.0175 Eh/bohr. The charge is 0. For the lowest unoccupied orbital energy, the calculation gives 0.0032 Ha.

Each line ends with the Löwdin charge.
Cartesian coordinates (Å):
C 0.3870 0.3161 2.4858  0.008
C 1.1494 -0.8057 1.8515  -0.423
O 2.1263 -1.3106 2.3411  0.130
N 0.6114 -1.3266 0.6318  0.038
O 1.3636 -2.3821 0.0806  0.029
C 2.4462 -1.9538 -0.7067  -0.517
O 3.4675 -1.5294 -0.2640  0.159
N 2.1285 -2.1485 -2.0436  0.049
C 3.1003 -1.7957 -3.0570  -0.771
I 4.7101 -3.2530 -3.1133  0.784
C 3.5044 -0.3214 -2.9644  -0.792
C 2.3575 0.5605 -3.4885  -0.154
I 5.2812 0.1057 -4.0929  0.804
C 0.1243 -0.4515 -0.4071  -0.446
C -0.8215 -1.0958 -1.3725  0.010
O 0.4778 0.7028 -0.4574  0.134
H 1.0726 1.1516 2.6268  0.089
H -0.4624 0.6641 1.8972  0.069
H 0.0109 -0.0242 3.4511  0.095
H 1.7175 -3.0584 -2.2183  0.142
H 2.6151 -1.9482 -4.0230  0.078
H 3.7801 -0.0460 -1.9525  0.056
H 2.2842 1.4684 -2.8855  0.085
H 2.5104 0.8533 -4.5257  0.024
H 1.4135 0.0160 -3.4223  0.062
H -0.5937 -0.7863 -2.3912  0.082
H -1.8550 -0.8310 -1.1391  0.085
H -0.7539 -2.1847 -1.3225  0.090
O -2.6960 -0.3649 3.6088  -0.278
S -3.6700 -0.6564 2.5995  0.558
O -4.3527 0.4170 1.9442  -0.272
O -4.7255 -1.6751 3.1971  -0.261
C -5.3787 -1.3081 4.4385  -0.244
C -6.4348 -0.2386 4.2637  -0.072
C -2.9342 -1.7014 1.4069  -0.110
H -4.6154 -1.0137 5.1598  0.114
H -5.8221 -2.2402 4.7815  0.121
H -5.9988 0.7113 3.9606  0.071
H -6.9553 -0.0934 5.2107  0.082
H -7.1584 -0.5338 3.5043  0.085
H -2.4075 -2.5071 1.9104  0.089
H -2.2364 -1.0687 0.8727  0.034
H -3.6894 -2.0891 0.7250  0.069
O 0.3721 2.9056 4.2192  -0.281
S -0.0029 4.1863 3.6973  0.562
O 0.9815 4.9819 3.0321  -0.272
O -0.6883 5.0230 4.8538  -0.264
C 0.0458 5.1714 6.0982  -0.241
C 1.1934 6.1509 6.0080  -0.064
C -1.4141 4.0147 2.6640  -0.113
H 0.3774 4.1850 6.4245  0.114
H -0.7072 5.5192 6.8020  0.121
H 1.9732 5.7937 5.3377  0.074
H 1.6240 6.2895 7.0004  0.063
H 0.8468 7.1148 5.6356  0.087
H -2.1596 3.4138 3.1776  0.077
H -1.0720 3.5121 1.7612  0.074
H -1.7934 5.0045 2.4257  0.075
O 2.4531 6.8068 9.4685  -0.282
S 2.8252 7.4453 10.6956  0.561
O 3.0764 8.8526 10.6978  -0.271
O 4.0628 6.6720 11.3105  -0.265
C 5.2214 6.4740 10.4588  -0.242
C 6.0380 7.7323 10.2620  -0.072
C 1.6662 7.0581 11.9581  -0.121
H 4.8879 6.0519 9.5102  0.114
H 5.7968 5.7128 10.9805  0.121
H 5.4867 8.4867 9.7042  0.072
H 6.9434 7.4857 9.7071  0.083
H 6.3188 8.1621 11.2232  0.085
H 1.4900 5.9865 11.9600  0.075
H 0.7547 7.5990 11.7138  0.077
H 2.0647 7.3970 12.9101  0.076
O 1.2322 0.8294 -6.6673  -0.277
S 0.6747 0.6211 -7.9684  0.558
O 1.2431 -0.3807 -8.8176  -0.279
O 0.6371 2.0075 -8.7295  -0.262
C 1.8735 2.7665 -8.8031  -0.239
C 2.8690 2.1912 -9.7861  -0.071
C -1.0598 0.3681 -7.8566  -0.117
H 2.2923 2.8467 -7.7995  0.115
H 1.5477 3.7571 -9.1114  0.122
H 3.2343 1.2176 -9.4650  0.072
H 3.7195 2.8681 -9.8678  0.083
H 2.4146 2.0745 -10.7697  0.085
H -1.4882 1.1397 -7.2236  0.077
H -1.1962 -0.6163 -7.4134  0.076
H -1.4810 0.3962 -8.8576  0.077
O 1.4791 -4.1042 -5.7609  -0.296
S 1.5379 -5.0889 -6.8038  0.555
O 0.3630 -5.8595 -7.0796  -0.278
O 2.7643 -6.0519 -6.5283  -0.263
C 2.8534 -6.6709 -5.2252  -0.253
C 1.8849 -7.8183 -5.0336  -0.070
C 2.1483 -4.3872 -8.2879  -0.113
H 2.7297 -5.8971 -4.4663  0.085
H 3.8805 -7.0243 -5.1688  0.124
H 0.8506 -7.4789 -5.0461  0.069
H 2.0819 -8.2934 -4.0723  0.082
H 2.0033 -8.5580 -5.8251  0.085
H 3.0430 -3.8138 -8.0645  0.081
H 1.3692 -3.7338 -8.6691  0.074
H 2.3519 -5.1935 -8.9871  0.078
O -4.2027 -3.5258 -1.5488  -0.292
S -5.0233 -4.3739 -2.3635  0.560
O -6.3314 -3.9275 -2.7262  -0.269
O -5.1046 -5.7995 -1.6800  -0.263
C -5.5230 -5.8587 -0.2917  -0.241
C -7.0061 -5.6255 -0.1056  -0.071
C -4.1473 -4.8609 -3.8062  -0.117
H -4.9242 -5.1509 0.2830  0.110
H -5.2432 -6.8628 0.0181  0.122
H -7.2910 -4.6098 -0.3733  0.072
H -7.2641 -5.7923 0.9405  0.082
H -7.5830 -6.3115 -0.7251  0.086
H -3.1592 -5.2101 -3.5215  0.076
H -4.0778 -3.9766 -4.4357  0.078
H -4.7138 -5.6399 -4.3084  0.078

Atoms 1-2, force components in eV/Å:
C -0.276 0.053 -0.236
C 0.848 -0.267 0.134